[1]
A molecular structure, C4H20BKN8O4, computed with the ωB97M-V functional and the def2-TZVPD basis.

```
38
Properties=species:S:1:pos:R:3:forces:R:3
K -0.740 0.050 0.428 -0.2983 -0.3516 -0.2463
B 0.791 -2.673 -0.226 0.0637 0.0826 -0.1537
H 0.663 -1.913 0.530 -0.8074 3.1358 2.7641
H 0.784 -3.598 0.329 0.3965 -3.8284 1.7431
H 0.064 -2.703 -1.022 -3.4531 0.0026 -2.5987
H 1.694 -2.423 -0.761 4.0401 0.5358 -1.8083
C -1.319 -0.624 -3.025 1.0908 -1.3864 0.4552
O -1.993 -0.829 -2.047 -0.9382 -0.2048 1.4445
N -1.652 0.241 -3.952 -1.0296 1.9247 -1.7595
N -0.189 -1.288 -3.305 1.5101 -0.9770 0.5130
H -2.643 0.436 -3.949 0.3629 0.5488 -0.6470
H -0.951 0.413 -4.660 -1.0278 0.1127 -0.3702
H 0.157 -1.855 -2.543 0.2549 -0.2696 0.2002
H 0.419 -1.158 -4.101 -0.4372 0.1660 0.2138
C 1.051 2.725 2.206 1.4259 1.3022 0.5385
O 0.629 2.251 1.207 -1.3684 -2.3456 -3.0102
N 2.310 2.650 2.617 1.8859 -1.0150 0.1137
N 0.385 3.551 2.953 -2.7250 2.6515 2.6427
H 2.835 1.903 2.187 0.5478 0.4117 0.5292
H 2.593 3.290 3.345 0.7000 -0.7873 -0.3099
H 0.819 3.907 3.793 -0.5573 0.0299 -0.1923
H -0.517 3.918 2.685 0.2449 -0.2710 0.0037
C 0.249 2.442 -2.095 -1.0050 0.3764 1.7669
O -0.755 2.204 -1.416 0.0396 -0.4836 -0.6481
N 1.389 2.775 -1.555 3.2385 0.7962 2.9960
N 0.311 2.448 -3.398 -1.5567 -0.3802 -3.0092
H 2.192 3.207 -1.990 -0.4595 -0.3476 -0.2432
H 1.418 2.687 -0.549 0.0130 0.1337 0.0659
H 1.109 2.786 -3.918 -0.5626 -0.1851 0.0186
H -0.617 2.254 -3.745 0.3921 0.2157 -0.9624
C -1.388 -2.878 2.972 0.1033 1.6072 -0.9176
O -1.549 -1.779 2.488 -0.4180 1.7167 -0.6606
N -1.563 -3.153 4.239 -1.0545 -0.8644 5.5611
N -0.964 -3.939 2.355 0.4888 -2.4227 -1.4749
H -1.435 -4.087 4.602 0.0788 0.1749 -0.3628
H -1.940 -2.582 4.983 0.0515 0.6286 -0.9433
H -0.713 -3.910 1.377 0.3542 -0.1604 -0.0101
H -0.933 -4.746 2.962 0.4153 -0.2732 -1.2417
```
Forces are in eV/Å.

Properties
Calculated total energy: -41586.1712 eV
Frontier orbital gap: 0.28285 Ha
Energy relative to the best compared isomer or geometry (same formula, charge and spin): 225.1 kJ/mol
HOMO: -7.645 eV

[2]
5 unconnected molecules or ions with the total composition C4H21NO5, computed with the ωB97M-V functional and the def2-TZVPD basis.

```
31
Properties=species:S:1:pos:R:3:forces:R:3
O -3.072 -1.882 -1.999 -1.9534 -1.2334 0.0297
H -2.685 -2.759 -1.957 0.3463 -0.9899 0.0590
H -2.442 -1.236 -1.670 2.5041 2.7495 1.3431
H -3.170 -1.635 -2.921 -0.3193 0.1781 -1.4256
O 0.957 -0.974 -1.838 2.9998 -0.7127 0.3309
H 0.994 -0.804 -2.782 0.4125 0.2871 -2.0808
H 0.159 -0.493 -1.608 -3.7346 1.5855 1.4066
H 0.858 -1.924 -1.738 -0.2291 -1.0209 0.3174
O -1.313 1.512 -3.649 0.2961 2.2199 -1.9563
H -1.549 1.222 -2.765 -0.8371 -1.5212 2.8874
H -0.578 0.943 -3.887 2.2261 -1.1426 -0.1578
H -1.915 1.248 -4.349 -1.5242 -0.0250 -0.4613
O -1.330 0.084 -1.503 -0.3308 -0.3074 0.1361
H -1.507 0.467 -0.621 0.1594 -0.1120 -0.4469
C 1.880 -1.091 2.920 0.8438 0.9935 -0.9757
C 0.481 -0.461 2.687 2.0978 0.8054 1.0442
C 0.561 0.692 1.597 0.0232 1.2131 1.9735
O 1.347 1.795 2.104 1.1077 -1.3290 -1.1974
C 1.629 2.796 1.076 -0.9430 -0.3442 1.9909
N -0.335 -1.545 2.302 -1.5516 -0.5652 -1.8665
H 2.583 -0.559 3.561 -0.5266 0.1493 0.4632
H 2.395 -0.963 1.968 0.2004 -0.4689 -0.3922
H 1.888 -2.154 3.163 -0.4308 0.2142 0.1462
H 0.096 -0.167 3.664 0.0535 0.9259 -0.1960
H -0.413 1.132 1.380 -0.7820 -0.1819 0.2318
H 0.894 0.382 0.607 0.6844 -0.6414 0.0580
H 2.129 2.490 0.158 -0.4057 -0.6626 -0.0821
H 2.307 3.517 1.534 -0.3173 0.0758 0.1311
H 0.610 3.176 1.001 0.3071 0.9145 -1.1900
H -0.159 -1.573 1.308 0.2166 -1.0857 -0.6694
H -1.296 -1.238 2.261 -0.5933 0.0322 0.5489
```
Forces are in eV/Å.

Properties
Calculated total energy: -16202.4670 eV
Spin multiplicity: 2
Net charge: +1
Frontier orbital gap (spin up / spin down): 0.17716 / 0.28938 Ha
HOMO (spin up / spin down): -8.501 / -12.161 eV

[3]
6 unconnected molecules or ions with the total composition C4H21NO6, computed with the ωB97M-V functional and the def2-TZVPD basis.

```
32
Properties=species:S:1:pos:R:3:forces:R:3
O -3.029 -4.400 -0.258 0.1288 -0.2808 0.2026
H -2.756 -3.491 -0.381 0.2512 0.1080 -0.0737
H -2.837 -4.823 -1.095 -0.0979 -0.2721 -0.1568
O -2.860 -0.800 4.437 -0.1376 0.0003 0.4322
H -2.389 -0.629 3.622 0.0804 -0.1712 -0.4429
H -2.731 -0.009 4.960 -0.1033 0.1216 0.2505
O -1.593 -1.876 -0.632 0.0771 0.1411 -0.0460
H -0.983 -2.184 -1.301 0.1884 -0.3103 -0.1659
H -2.318 -1.493 -1.126 -0.3166 0.2971 -0.2653
O -4.964 -2.483 0.477 -0.1854 0.3222 -0.1262
H -4.329 -3.119 0.806 -0.0559 -0.4757 0.1433
H -4.437 -1.725 0.225 -0.0983 0.3380 0.1179
O -1.661 -0.898 1.956 0.0812 0.3034 0.2217
H -1.865 -1.434 1.190 0.0226 -0.2331 -0.1223
H -0.810 -0.508 1.756 0.1295 0.1200 -0.0093
C 1.416 2.842 0.238 0.3593 0.5372 -1.0184
C 1.637 1.458 -0.397 -2.4465 0.6112 1.8971
C 3.137 1.236 -0.739 2.2385 0.9931 -1.9998
O 3.557 2.332 -1.635 -0.7042 -1.5815 3.6371
C 3.285 2.225 -2.968 -0.2345 0.5247 -2.0684
N 1.276 0.498 0.647 2.0712 0.4174 -2.1104
H 0.365 3.124 0.184 -0.0261 -0.3314 0.3606
H 1.938 3.609 -0.334 0.1227 -0.0322 -0.0804
H 1.806 2.910 1.254 -0.1897 -0.2099 0.0548
H 1.006 1.287 -1.270 0.2273 0.0860 -0.1477
H 3.319 0.274 -1.218 -0.3872 0.0093 -0.3846
H 3.769 1.235 0.148 -0.1065 0.7079 -0.0068
H 2.271 1.911 -3.217 -0.0937 -0.7032 0.2845
H 4.052 1.593 -3.416 -0.1483 -0.4015 -0.2493
H 3.337 3.204 -3.445 0.3879 0.1568 0.3677
H 1.319 -0.437 0.268 -0.6284 -0.6478 0.1174
H 2.072 0.570 1.264 -0.4059 -0.1444 1.3865
```
Forces are in eV/Å.

Properties
Calculated total energy: -18253.0952 eV
Spin multiplicity: 2
Net charge: +1
Frontier orbital gap (spin up / spin down): 0.32382 / 0.10471 Ha
Energy relative to the best compared isomer or geometry (same formula, charge and spin): 143.9 kJ/mol
HOMO (spin up / spin down): -12.396 / -12.396 eV

[4]
8 unconnected molecules or ions with the total composition C4H21NO9, computed with the ωB97M-V functional and the def2-TZVPD basis.

```
35
Properties=species:S:1:pos:R:3:forces:R:3
C 2.849 -0.265 -2.688 1.1466 0.3139 -1.0462
C 1.627 0.016 -1.891 -0.8148 1.0168 1.2676
N 1.424 -0.468 -0.621 0.8983 -0.8617 -0.7863
C 2.559 -0.977 0.096 1.4142 0.9405 0.6315
C 3.174 -2.225 -0.459 -0.6471 -1.3051 0.6457
O 4.266 -2.673 -0.239 0.2113 0.6681 -0.1762
O 0.818 0.826 -2.328 -0.3651 -0.2680 -0.8571
H 3.443 0.653 -2.758 -0.1193 0.0880 0.4140
H 3.566 -1.046 -2.453 -0.3606 -0.1804 0.4193
H 2.579 -0.387 -3.738 -0.4115 -0.2325 0.1390
H 0.474 -0.417 -0.280 0.0408 0.1312 0.2876
H 3.287 -0.165 0.244 0.2604 -0.2264 -0.5067
H 2.469 -1.249 1.149 -1.2585 -0.0814 0.0380
H 2.393 -2.881 -0.890 0.0072 0.0298 -0.5757
H -0.851 -1.860 2.237 -0.2065 -0.0565 -0.1481
H -0.048 -1.391 3.469 -0.0837 -0.1468 -0.0500
O -0.256 -1.167 2.554 0.1233 0.2137 0.1127
H -1.047 2.939 -1.745 0.3592 0.0816 -0.0653
H -2.212 3.824 -2.065 -0.1083 0.2134 -0.0102
O -1.279 3.870 -1.832 -0.2020 -0.3164 0.0407
H -2.548 -1.203 0.681 -0.1440 -0.1819 -0.6147
H -2.800 -2.697 0.192 0.0220 0.3937 -0.3682
O -2.574 -2.132 0.931 0.2755 -0.1915 1.0676
H -0.217 1.753 4.969 0.8247 0.2790 -0.2804
H -0.269 0.714 3.716 0.6977 0.5006 -0.0867
O -0.694 1.093 4.484 -1.5073 -0.7570 0.3125
H -0.886 0.340 -1.829 0.2171 -0.0625 0.0303
H -1.821 0.735 -0.716 -0.2878 0.8725 0.6542
O -1.460 -0.028 -1.133 0.1272 -0.9005 -0.3809
H -3.364 1.621 -0.409 0.5529 0.0899 0.4874
H -4.735 1.044 -0.487 -0.1194 0.1208 -0.0354
O -4.251 1.864 -0.638 -0.6851 -0.0134 -0.3190
H -2.878 1.551 2.713 -0.0279 0.1082 -0.0760
H -1.982 0.392 2.350 0.1055 0.0150 -0.0195
O -2.529 1.080 1.949 0.0650 -0.2952 -0.1453
```
Forces are in eV/Å.

Properties
Calculated total energy: -24406.0830 eV
Structure (SMILES): CC(=O)NCC=O.O.O.O.O.O.O.O
Frontier orbital gap: 0.37238 Ha
Energy relative to the best compared isomer or geometry (same formula, charge and spin): 209.3 kJ/mol
HOMO: -9.985 eV

[5]
7 unconnected molecules or ions with the total composition C4H22ClO8PS, computed with the ωB97M-V functional and the def2-TZVPD basis.

```
37
Properties=species:S:1:pos:R:3:forces:R:3
O -3.696 0.943 0.478 3.1235 -0.3115 -0.0095
S -2.449 0.143 0.492 -5.9168 -1.8473 -0.4213
O -2.792 -1.240 0.913 2.2205 2.3611 -0.3747
Cl -1.113 1.030 1.807 -0.0481 -0.1914 -0.2166
C -1.700 0.195 -1.181 0.5825 0.1323 0.0104
C -1.957 -1.087 -1.998 0.4564 -0.3371 0.2737
C -0.767 -2.075 -2.004 -0.5863 -0.0336 0.7232
C -0.232 -2.443 -0.582 1.0221 0.7823 -0.8481
P 1.660 -2.358 -0.485 0.0888 -1.7355 0.4743
H -2.145 1.053 -1.687 -0.1731 0.0520 0.5880
H -0.638 0.444 -1.064 -0.1527 -0.2620 0.0357
H -2.136 -0.783 -3.037 -0.1200 0.0785 0.2579
H -2.858 -1.596 -1.640 0.0868 0.1732 -0.0597
H 0.036 -1.667 -2.627 -0.1712 -0.0886 0.0596
H -1.140 -3.002 -2.457 0.2558 0.2373 -0.1841
H -0.485 -3.481 -0.361 -0.0404 0.2297 0.2091
H -0.602 -1.796 0.217 -0.0906 -0.3444 -0.2417
H 2.147 -1.948 -1.759 -0.5000 0.7892 0.4375
H 1.969 -1.361 0.476 -0.2584 0.4196 -0.7306
O -0.294 -2.005 3.050 0.0634 -0.0817 0.0222
H -0.365 -1.075 2.819 0.0302 -0.0038 0.0316
H -1.199 -2.328 2.984 -0.0437 -0.0405 -0.0634
O 1.698 2.432 3.505 0.0012 0.0144 -0.0905
H 1.385 2.911 4.277 0.0393 0.0607 0.0588
H 0.902 2.061 3.116 0.0385 -0.1435 0.1199
O -0.717 2.278 -3.075 -0.0587 0.0337 -0.1173
H -1.176 2.151 -3.911 0.0088 -0.0162 -0.0703
H -0.337 3.159 -3.149 0.0825 0.0358 0.0811
O 0.707 3.828 0.874 0.0944 -0.0425 -0.0992
H 1.610 3.565 1.092 0.0244 0.0220 0.1361
H 0.161 3.207 1.364 -0.1019 0.1340 -0.1368
O 2.647 4.708 -1.076 -0.0467 -0.0976 -0.0783
H 2.801 5.428 -0.460 0.0238 0.1138 0.0101
H 1.750 4.413 -0.872 -0.0059 0.0196 0.0474
O 3.077 -4.340 1.657 0.1313 -0.1721 0.1684
H 2.605 -3.986 2.417 -0.1083 0.0979 -0.0066
H 3.541 -5.107 2.005 0.0488 -0.0378 0.0038
```
Forces are in eV/Å.

Properties
Calculated total energy: -53529.1743 eV
Structure (SMILES): O=S(=O)(Cl)CCCCP.O.O.O.O.O.O
Frontier orbital gap: 0.25347 Ha
HOMO: -8.005 eV

[6]
A molecular structure, C4H22HgO8, computed with the ωB97M-V functional and the def2-TZVPD basis.

```
35
Properties=species:S:1:pos:R:3:forces:R:3
Hg 0.202 -4.732 -1.678 0.0049 0.0237 -0.0052
C 4.011 -2.332 -6.872 -0.5319 0.3422 0.8706
C 2.602 -2.726 -7.246 -0.8663 -1.9870 2.6328
O 1.870 -3.571 -6.337 1.7745 1.9062 -2.2844
H 4.617 -3.106 -6.402 -0.0660 -0.3375 -0.6107
H 3.915 -1.598 -6.071 0.2639 0.4782 -0.1865
H 4.428 -1.909 -7.786 0.5296 0.1029 0.3614
H 2.711 -3.171 -8.236 -0.6901 -0.7994 -0.5403
H 1.986 -1.850 -7.448 -0.4450 0.3392 -0.1341
C 1.171 0.785 2.064 0.1800 0.4125 1.0818
C 0.836 0.858 0.598 -1.9397 -2.4189 0.4140
O -0.073 -0.132 0.161 2.1011 2.0947 0.2974
H 1.335 1.770 2.501 0.1476 0.2875 -0.2357
H 2.088 0.234 2.274 -0.0286 -0.2009 -0.2105
H 0.394 0.366 2.702 -0.2118 -0.2554 -0.4432
H 1.773 0.926 0.046 0.4704 -0.5753 -0.8636
H 0.469 1.835 0.283 -0.7177 0.5989 -0.1444
O 3.106 -3.703 6.049 -0.1636 -0.0760 -0.1224
H 4.024 -3.633 5.788 0.2281 -0.0153 -0.1047
H 3.064 -3.263 6.899 -0.0618 0.0945 0.2268
O -3.306 -2.428 4.730 -0.1531 -0.1303 0.1152
H -2.998 -1.598 5.095 0.1070 0.1875 0.1466
H -3.131 -2.357 3.792 0.0598 -0.0444 -0.2601
O -3.973 2.280 6.259 0.1708 0.0507 0.1664
H -4.621 1.585 6.138 -0.2012 -0.1877 0.0280
H -3.869 2.664 5.389 0.0232 0.1245 -0.2136
O -0.422 6.400 5.120 0.0940 0.1768 -0.1063
H -1.331 6.252 5.381 -0.2437 0.0162 0.0867
H -0.008 5.541 5.196 0.1481 -0.1970 0.0315
O -2.035 3.755 -4.388 0.0884 0.1171 -0.1959
H -1.668 2.951 -4.022 0.0827 -0.2328 0.0465
H -2.566 4.120 -3.680 -0.1767 0.1078 0.1440
O -4.939 0.173 -2.395 -0.0431 0.1831 -0.1542
H -5.573 -0.291 -1.849 -0.1942 -0.1094 0.1068
H -4.086 -0.096 -2.055 0.2604 -0.0768 0.0591
```
Forces are in eV/Å.

Properties
Calculated total energy: -25049.7682 eV
Frontier orbital gap: 0.06676 Ha
Energy relative to the best compared isomer or geometry (same formula, charge and spin): 576.3 kJ/mol
HOMO: -7.735 eV